No. 1
A molecular structure, C20H43AlN2P3S2, computed with ωB97M-V with the def2-TZVPD basis set.

Results
HOMO-LUMO gap (spin up / spin down) ... 4.19 / 7.45 eV
Electronic energy ... -2959.3314 Ha
Net charge ... +3
Energy relative to the best compared isomer or geometry (same formula, charge and spin) ... 0.0 kJ/mol
HOMO energy (spin up / spin down) ... -16.110 / -16.796 eV

Element x y z (Å)
Al: -0.3525 0.7523 -0.6235
P: 0.7824 -1.4651 -0.2724
P: 0.5730 1.5048 1.5683
P: -1.1488 -0.1418 -2.8839
H: -0.5621 3.3711 -0.4580
C: -0.5469 2.5757 -1.2046
C: 0.7073 2.0304 -1.6292
H: 1.6347 2.3652 -1.1399
C: 2.3915 -1.5844 -1.1374
C: 1.2796 -2.0853 1.3718
C: -0.0527 -2.9825 -0.8676
C: 0.0099 3.1928 1.9920
C: 0.2073 0.5731 3.0852
C: 2.3961 1.6923 1.4966
C: -1.8633 1.2098 -3.8895
C: -2.4685 -1.3934 -2.9749
C: 0.1756 -0.7747 -3.9780
H: -1.3420 2.7472 -1.9402
H: 0.8878 1.8368 -2.6947
H: 2.8258 -2.5707 -0.9168
H: 3.0673 -0.8012 -0.7700
H: 2.2642 -1.4726 -2.2211
H: 1.6767 -3.1012 1.2387
H: 0.4205 -2.1352 2.0501
H: 2.0584 -1.4598 1.8215
H: 0.5265 -3.8409 -0.4961
H: -0.0859 -3.0323 -1.9628
H: -1.0723 -3.0418 -0.4600
H: 0.1026 3.3360 3.0783
H: -1.0430 3.3137 1.7028
H: 0.6132 3.9508 1.4719
H: 1.0317 -0.1083 3.3233
H: -0.7207 -0.0069 2.9728
H: 0.0813 1.2961 3.9013
H: 2.7920 1.7268 2.5220
H: 2.6589 2.6237 0.9750
H: 2.8572 0.8490 0.9614
H: -2.2062 0.7962 -4.8480
H: -1.1203 1.9954 -4.0759
H: -2.7154 1.6521 -3.3581
H: -2.8200 -1.4473 -4.0148
H: -3.3012 -1.0921 -2.3246
H: -2.0996 -2.3785 -2.6631
H: -0.1652 -0.6883 -5.0189
H: 0.4096 -1.8233 -3.7555
H: 1.0850 -0.1729 -3.8506
C: 2.7374 4.7915 -1.6689
C: 3.9659 4.1192 -1.8158
C: 4.9216 4.1838 -0.8058
C: 4.6617 4.9136 0.3637
C: 3.4267 5.5502 0.5254
C: 2.4652 5.4942 -0.4814
S: 1.5684 4.7264 -2.9736
H: 0.6010 5.3375 -2.3755
H: 4.1454 3.5558 -2.7328
H: 5.8699 3.6668 -0.9269
H: 5.4235 4.9964 1.1370
H: 3.2076 6.0999 1.4445
H: 1.5004 5.9923 -0.3814
S: -2.5881 0.4206 0.2261
C: -2.7821 -1.0370 1.1204
N: -2.9683 -2.2723 0.5954
C: -3.3223 -3.2466 1.6168
C: -3.1994 -2.4692 2.9156
N: -2.8031 -1.1404 2.4671
H: -3.1705 -2.4101 -0.3900
H: -2.6432 -4.0999 1.5857
H: -4.3378 -3.6162 1.4580
H: -2.4422 -2.9021 3.5759
H: -4.1525 -2.4229 3.4529
H: -2.8451 -0.3231 3.0669


No. 2
A molecular structure, C14H5Cl4IrN2O6S3Se, computed with ωB97M-V with the def2-TZVPD basis set.

Results
HOMO-LUMO gap ... 6.23 eV
Electronic energy ... -6638.5937 Ha
Net charge ... -2
Energy relative to the best compared isomer or geometry (same formula, charge and spin) ... 0.0 kJ/mol
HOMO energy ... -2.057 eV

Element x y z (Å)
Ir: 1.8634 0.0330 -0.0345
Cl: 6.3404 -2.6146 4.2943
C: 5.5856 -2.0198 2.8488
C: 6.3400 -1.7695 1.7202
Cl: 8.0544 -2.0442 1.7303
C: 5.7166 -1.2961 0.5541
Cl: 6.6328 -0.9751 -0.8809
C: 4.3463 -1.0805 0.5125
O: 3.6972 -0.6836 -0.5562
C: 3.5649 -1.3356 1.6827
O: 2.2740 -1.1235 1.6071
C: 4.1985 -1.8009 2.8276
Cl: 3.2256 -2.1073 4.2276
O: 0.1908 1.1668 0.5076
Se: 0.7790 2.6428 -0.1020
O: 1.1758 3.6714 1.0629
O: 2.1630 1.9199 -0.8050
O: -0.2007 3.2486 -1.2253
S: -4.5381 -2.1101 0.9894
C: -3.1375 -1.6892 0.1805
S: -1.6373 -2.5142 0.4324
C: -0.8451 -1.4832 -0.7288
N: -1.6360 -0.6171 -1.2503
N: -2.9060 -0.7111 -0.7300
C: -3.7922 0.3332 -1.1414
C: -3.2267 1.5619 -1.4664
C: -4.0503 2.6008 -1.8649
C: -5.4254 2.4237 -1.9464
C: -5.9737 1.1898 -1.6316
C: -5.1640 0.1361 -1.2295
S: 0.8374 -1.6812 -1.1554
H: -2.1588 1.7192 -1.3973
H: -3.5940 3.5541 -2.0990
H: -6.0656 3.2431 -2.2512
H: -7.0444 1.0357 -1.6943
H: -5.5902 -0.8234 -0.9874


Largest force on an atom (computed, eV/A): 4.17 1.02